168
Properties=species:S:1:pos:R:3:forces:R:3 method="wB97M-V/def2-TZVPD" lumo_ha="-0.0052 / -0.0580" s_squared=0.75 max_force_ev_per_a=3.665 total_energy_ev=-148278.5544 e_homo_ev="-6.696 / -6.666" orbital_gap_ev="6.6 / 5.1" spin_multiplicity=2 charge=0
Cu 2.817 20.278 6.339 1.03 -0.32 2.61
O -0.582 28.556 7.122 -0.07 -0.85 -0.25
O 0.610 22.770 8.111 0.58 0.33 0.02
O 3.853 19.334 7.988 0.71 0.33 -1.32
O 1.521 22.927 11.889 0.15 -0.36 0.61
O 3.069 28.870 12.882 0.14 -0.13 1.18
O 3.627 26.838 12.458 -0.17 -0.29 0.75
O 2.359 22.105 5.049 -0.17 0.18 -0.18
O 3.586 28.327 10.771 0.23 -0.08 0.32
O 2.632 21.983 7.906 -0.33 0.55 -0.17
O 1.296 19.368 7.496 -0.07 1.40 -2.44
O 6.905 21.576 9.638 0.37 -0.29 -0.14
O 3.666 18.492 5.397 -0.88 -0.28 -0.73
O 8.075 22.727 4.459 -0.45 -0.44 0.01
O -2.576 28.304 6.146 -0.77 -0.55 -1.09
O 2.298 23.688 9.170 -0.60 -0.21 -0.56
O -0.629 26.030 10.614 0.49 -0.60 0.12
O -5.113 21.432 10.972 0.40 0.21 -0.19
O 3.680 27.366 6.862 0.25 0.25 0.56
O 0.320 17.800 11.704 1.62 -0.54 -0.24
O 5.339 31.828 4.704 0.33 -0.13 0.07
O -1.536 26.522 6.699 -0.48 -0.57 -0.25
O 3.081 17.009 11.958 -1.29 0.59 -0.21
N 6.717 22.807 7.005 0.38 0.78 -1.06
N 1.831 22.835 8.382 0.51 -0.74 0.45
N -2.597 21.231 8.128 0.23 -0.60 -0.17
N 4.807 20.886 5.587 -0.50 -0.06 -1.24
N 3.590 30.419 6.800 -0.46 -0.33 0.46
N -3.370 23.863 11.657 0.28 -0.23 -0.38
N -2.008 19.325 7.247 0.81 1.45 0.19
C 4.586 32.398 5.749 -1.37 0.25 -0.34
C -5.607 20.178 11.393 -0.56 0.52 -0.33
C 1.616 18.926 8.647 0.93 -0.83 1.34
C -1.192 18.273 6.665 -0.38 -0.65 -0.55
C 1.274 22.999 5.024 -1.28 0.56 0.21
C 3.714 26.092 7.455 0.73 -0.57 -0.70
C -1.450 27.836 6.678 0.34 1.62 1.02
C -4.788 23.784 11.316 0.11 0.16 0.47
C 2.929 30.237 12.570 -0.59 0.79 -0.58
C -3.710 20.431 8.112 0.22 -0.29 0.01
C -0.550 25.676 7.253 1.74 -0.38 0.12
C 8.053 23.943 5.181 -0.01 -0.51 0.29
C -2.601 22.587 8.660 0.77 1.41 -0.50
C 2.751 28.200 7.534 -0.72 -0.21 0.19
C -4.156 30.065 5.535 -0.62 -1.34 1.07
C 2.643 17.653 10.988 1.79 -1.94 1.44
C 2.478 29.461 6.755 0.68 -0.12 0.22
C 9.195 22.616 3.600 -0.44 0.13 0.20
C 3.157 18.747 8.854 -1.80 -0.65 2.22
C 6.497 32.586 4.427 -0.09 0.04 0.12
C 3.315 31.580 5.966 0.57 -0.75 -0.02
C -1.214 25.047 11.446 -0.69 0.28 0.14
C 5.634 19.726 5.212 0.84 -0.94 1.06
C 3.465 28.036 11.941 -0.40 0.36 -1.49
C 5.852 23.122 8.127 -0.32 -0.39 0.86
C -2.865 29.698 6.212 1.30 1.23 0.87
C -3.207 23.571 7.649 -0.69 -0.72 -0.20
C 0.790 26.109 10.816 -0.97 -0.13 -0.64
C -1.576 20.551 7.598 -0.08 0.04 -0.16
C 3.543 22.748 4.594 0.12 0.25 -0.18
C 6.720 20.568 10.617 -0.36 0.09 0.12
C 3.072 17.216 5.553 0.38 -0.91 -0.18
C 6.887 23.998 6.142 -0.66 -0.49 0.18
C 0.714 18.583 9.639 1.31 0.71 -2.40
C 1.180 17.965 10.814 -2.75 0.54 2.01
C 3.913 25.777 11.567 0.15 -1.32 -1.84
C -2.690 25.023 11.065 -0.31 0.19 0.74
C 4.871 18.519 4.651 -0.17 0.80 0.26
C -3.326 19.244 7.562 -1.10 -0.11 0.43
C 5.680 21.928 9.044 -0.40 0.93 -0.01
C 4.528 21.662 4.354 0.48 -0.15 0.19
C 0.923 21.693 11.524 -1.08 0.45 -1.24
C -5.462 22.515 11.820 0.63 -0.28 -0.30
C 3.568 18.027 9.999 -0.03 1.91 -3.13
C 4.194 24.503 12.343 0.41 1.31 0.96
H -5.087 22.298 12.827 -0.26 0.04 0.17
H -5.311 24.635 11.772 -0.31 0.11 -0.33
H 2.280 29.171 5.715 -0.35 0.03 -0.07
H 3.315 24.200 12.907 -0.07 -0.21 -0.22
H 3.688 16.620 6.231 -0.12 0.04 0.18
H -1.864 17.683 6.042 0.02 -0.18 0.17
H -6.703 20.234 11.436 -0.01 -0.21 0.10
H 6.261 19.686 10.163 -0.06 -0.06 0.12
H 1.255 25.148 10.593 -0.23 0.07 0.27
H 7.026 24.888 6.767 0.01 0.18 -0.08
H 1.387 23.858 5.694 0.57 -0.05 -0.11
H -3.889 18.336 7.425 0.03 0.04 -0.07
H -2.776 25.082 9.981 -0.05 -0.42 -0.05
H 4.686 18.600 3.575 -0.29 0.07 -0.03
H -4.875 23.823 10.228 -0.19 0.15 -0.01
H 4.945 24.793 13.085 0.20 -0.47 -0.03
H 1.903 23.306 11.088 -0.03 -0.17 -0.07
H -2.046 30.341 5.875 0.26 -0.57 -0.50
H -5.330 19.486 10.600 0.08 -0.27 0.28
H -2.664 23.673 6.710 0.22 -0.26 0.08
H -3.349 24.581 8.023 0.07 -0.10 0.30
H 3.806 26.032 8.543 -0.27 0.55 0.09
H -6.551 22.621 11.815 -0.05 0.13 0.20
H 2.913 31.226 5.005 0.09 0.42 -0.25
H 4.818 23.316 7.819 0.14 0.08 -0.52
H 6.100 19.399 6.145 -0.18 -0.08 0.07
H 5.422 17.588 4.792 0.19 0.08 0.22
H 5.126 32.474 6.697 0.26 -0.07 -0.06
H 5.941 24.128 5.611 0.05 0.17 -0.15
H 7.971 24.787 4.490 0.21 0.17 0.03
H 10.106 22.644 4.204 0.20 0.33 -0.28
H -0.247 24.943 6.505 -0.55 -0.11 -0.08
H 2.531 32.175 6.439 0.12 0.12 0.09
H 3.021 16.658 4.612 0.08 0.25 -0.19
H 5.437 21.458 6.167 -0.25 0.15 0.35
H -3.179 22.622 9.579 0.19 -0.37 0.13
H 1.083 23.356 4.008 0.21 0.01 -0.02
H -0.850 25.166 8.165 -0.52 0.18 -0.09
H 0.346 22.548 5.380 0.32 -0.53 -0.03
H 7.654 22.540 7.286 -0.22 -0.29 0.53
H -0.333 18.830 9.537 -0.09 -0.11 0.13
H 4.709 26.054 10.870 0.43 0.13 0.51
H -0.416 18.654 6.013 -0.01 0.34 0.25
H 4.627 17.847 10.110 0.01 -0.14 0.36
H 6.144 24.017 8.692 0.36 -0.01 -0.02
H -4.444 31.071 5.828 0.18 0.18 -0.38
H 1.143 26.799 10.051 0.17 0.32 0.35
H 5.178 21.157 8.456 0.38 -0.59 0.23
H 0.016 21.924 10.939 -0.05 -0.14 -0.07
H 7.656 20.286 11.096 0.24 0.18 -0.35
H 7.128 32.651 5.318 0.15 0.01 -0.02
H -1.107 25.328 12.502 0.02 0.15 0.09
H 0.965 26.433 11.843 0.41 0.09 -0.04
H 2.852 25.494 7.140 -0.16 -0.02 0.16
H -1.567 22.876 8.853 -0.01 -0.24 0.26
H 0.540 21.106 12.356 0.63 0.15 0.37
H 3.114 25.548 10.851 -0.31 0.59 0.46
H 1.580 29.878 7.208 -0.02 0.29 -0.22
H 4.953 22.226 9.809 -0.03 -0.07 0.12
H -2.871 29.945 7.278 -0.50 0.03 0.06
H 1.802 27.650 7.598 -0.09 0.11 -0.07
H 4.257 33.399 5.443 0.24 0.19 0.06
H 2.210 30.404 11.765 0.09 -0.28 -0.13
H 4.108 20.940 3.651 0.02 0.22 -0.28
H -5.236 19.871 12.373 0.22 -0.03 -0.09
H 6.245 33.603 4.110 -0.10 0.06 0.04
H 4.618 25.612 7.073 -0.10 -0.12 -0.08
H -0.581 20.942 7.427 0.09 -0.09 0.29
H 1.532 21.093 10.844 0.31 -0.15 0.37
H -4.192 23.148 7.425 -0.13 0.39 -0.28
H -3.179 25.932 11.444 0.16 0.26 -0.17
H 3.859 30.719 12.275 0.17 -0.24 0.11
H 3.404 23.324 3.670 -0.51 -0.39 -0.22
H 0.406 26.143 7.503 -0.37 0.66 0.00
H 4.420 29.931 6.483 0.06 0.16 -0.15
H 9.177 21.661 3.078 -0.27 -0.08 0.16
H -4.894 29.411 6.015 -0.27 0.11 -0.32
H -3.285 24.002 12.658 -0.04 -0.35 0.06
H 5.434 22.115 3.939 0.15 -0.29 0.01
H 4.564 23.700 11.713 -0.08 0.02 -0.09
H 8.966 24.019 5.783 0.24 0.16 -0.19
H 3.904 23.534 5.267 -0.15 -0.40 0.64
H 6.073 20.954 11.411 -0.18 -0.15 -0.02
H 3.036 28.399 8.573 0.34 0.09 -0.24
H 7.049 32.116 3.616 -0.05 -0.18 0.05
H 6.492 19.986 4.585 -0.26 0.28 -0.30
H -0.735 17.667 7.444 -0.01 0.03 0.03
H 2.056 17.272 5.933 0.13 0.49 0.23
H -0.781 24.042 11.398 0.23 0.11 -0.57
H 9.114 23.404 2.846 0.56 0.12 0.03
H -4.203 29.868 4.468 0.24 0.29 -0.07
H 2.509 30.726 13.445 0.24 -0.18 0.19
H -4.618 20.804 8.557 -0.10 -0.26 -0.07

=====

163
Properties=species:S:1:pos:R:3:forces:R:3 method="wB97M-V/def2-TZVPD" lumo_ha="-0.0536 / -0.0983" s_squared=0.76 max_force_ev_per_a=5.281 total_energy_ev=-145651.2391 e_homo_ev="-5.521 / -5.521" orbital_gap_ev="4.1 / 2.8" spin_multiplicity=2 charge=0
Cd 2.593 -3.411 1.038 1.06 -3.64 -2.83
Zn -3.043 2.277 0.533 2.49 -1.88 -0.36
O 2.941 -3.066 3.040 0.79 -0.62 2.53
O 5.322 -1.314 -1.120 1.00 -2.70 0.35
O -0.841 1.964 0.182 -1.15 -2.22 0.37
O -0.871 3.394 4.318 -1.23 0.58 -0.13
O 2.280 -3.768 -1.202 0.29 -0.92 1.04
O -2.797 -0.177 0.410 0.24 2.97 -0.02
O -2.582 2.010 2.659 -0.89 -1.29 -0.59
O -3.542 2.861 -1.475 -0.44 1.15 -5.10
O 2.398 -5.647 1.000 0.13 1.70 -0.17
O -6.490 0.776 2.944 0.08 -0.11 -0.45
O 3.128 5.730 -1.619 0.05 0.88 0.02
O 2.604 -1.785 -3.197 0.55 0.21 -1.27
O 0.578 -3.178 1.167 -2.74 0.10 0.86
O -2.955 -3.093 -1.327 -0.73 0.33 0.38
O 2.503 -1.328 0.732 -2.11 3.13 0.14
O 4.350 2.537 3.543 -0.29 -0.16 -0.21
O 1.123 -7.448 -3.965 0.51 2.55 1.50
O -2.959 4.279 0.990 -1.69 0.19 0.76
O 1.466 -9.068 -1.950 0.21 1.26 0.07
O -2.506 -5.788 -0.159 -0.76 -0.17 0.42
O 4.677 -3.328 0.789 1.35 -0.24 0.06
N -3.540 3.105 -2.914 1.06 0.25 5.17
C 4.017 1.330 2.838 0.37 -0.56 0.55
C 4.215 0.143 3.800 0.23 0.77 -0.50
C 1.916 -7.357 -0.385 -0.42 -0.19 -2.39
C 0.460 2.960 4.276 0.91 -1.00 0.84
C 6.715 -2.907 1.860 0.01 -0.79 0.55
C -6.361 -1.232 1.558 -0.31 0.76 0.86
C -6.442 -0.656 2.987 0.29 -0.58 0.00
C -2.259 2.697 -3.569 0.73 0.46 -1.60
C -3.000 4.284 -5.535 -0.20 -0.92 0.59
C 2.317 0.503 -3.791 -0.10 0.78 -1.60
C 2.208 4.679 -1.718 0.62 -1.20 0.82
C 0.857 0.403 0.448 1.24 -1.09 0.54
C 5.871 0.888 -1.618 -0.31 1.22 0.32
C -3.773 5.682 -2.811 0.60 -0.94 -0.04
C 0.427 1.431 4.280 0.50 -0.41 -0.47
C 1.621 -7.863 -1.732 -0.21 -0.90 1.24
C -1.530 -0.379 0.599 -1.91 0.70 -0.68
C -0.469 0.702 0.389 -1.19 2.83 0.00
C 2.959 3.346 -1.490 -1.03 0.42 -0.24
C -0.776 5.141 1.301 0.21 1.25 1.07
C 1.312 -0.908 0.776 0.19 -0.99 -0.77
C -2.089 1.207 -3.480 0.30 -0.51 1.09
C -3.033 0.965 3.526 -0.88 -0.40 1.40
C -1.259 -7.250 1.190 -0.39 0.42 0.41
C 0.180 -2.034 1.031 -0.60 1.66 -0.96
C 1.382 -2.437 4.664 -1.34 -1.71 -0.06
C 5.746 -4.006 1.430 0.38 0.73 -0.77
C -4.319 4.321 -3.340 -1.23 1.34 -0.33
C -1.386 -5.758 0.726 0.15 -1.47 -1.28
C 1.699 -5.428 -2.661 -0.04 -2.62 0.61
C -1.205 -1.640 0.899 2.84 -1.99 1.09
C 2.082 -5.063 -1.372 -1.02 2.28 -2.46
C -0.992 -3.064 -2.630 0.23 -0.46 -0.49
C -2.427 -2.585 -2.543 0.90 -0.60 -0.07
C -0.967 3.440 -3.052 -0.52 0.03 -0.07
C 1.816 -0.650 -3.051 -0.39 -0.36 2.10
C -2.038 5.194 0.467 2.38 -0.78 -1.94
C 2.121 -6.026 -0.216 0.54 -1.14 1.49
C -3.681 1.583 4.754 -0.52 0.10 0.46
C -4.378 4.386 -4.875 1.40 -0.79 -0.21
C -5.761 4.196 -2.828 0.24 -0.88 0.66
C -2.385 2.950 -5.107 0.67 0.69 -0.35
C 2.051 -3.674 3.980 -0.37 1.75 1.58
C 1.438 -6.838 -2.908 -0.16 -2.32 -1.45
C 5.013 -0.032 -0.779 -0.53 1.43 -0.45
H 3.652 -2.773 3.616 0.48 0.25 -0.50
H 7.464 -3.374 2.500 0.28 0.43 0.07
H 6.214 -4.645 0.681 0.14 -0.27 0.15
H -2.457 6.187 0.300 -0.11 -0.02 0.39
H 1.859 -0.413 -1.988 -0.47 0.30 0.42
H -3.759 0.274 3.099 0.05 0.54 -0.80
H 1.616 1.152 0.272 -0.09 0.22 -0.06
H -6.737 1.116 3.807 -0.03 -0.14 0.06
H -4.614 2.093 4.513 -0.14 -0.20 -0.20
H 2.057 -1.772 5.204 0.19 -0.25 -0.12
H -0.571 -5.426 0.083 0.67 -0.25 0.47
H 1.387 -4.427 3.556 -0.08 0.54 -0.56
H 5.742 1.931 -1.328 -0.05 0.18 0.22
H 5.336 -4.646 2.211 0.06 0.26 0.13
H 5.109 -1.466 -2.044 -0.31 -0.21 -0.17
H -7.233 -1.042 3.630 -0.46 -0.05 -0.40
H 6.932 0.672 -1.493 -0.08 -0.25 -0.22
H -0.965 5.724 2.202 -0.05 0.00 0.39
H 3.946 0.069 -0.976 -0.22 0.74 0.14
H -3.891 0.792 5.474 -0.19 -0.08 0.01
H 1.359 0.947 4.574 0.27 0.44 0.16
H 2.312 -2.436 -2.555 0.01 -1.02 0.66
H 1.492 4.784 -0.903 -0.10 0.26 -0.02
H -2.250 0.296 3.882 0.63 0.29 -0.43
H -3.424 4.783 1.661 -0.49 -0.69 0.47
H 7.184 -2.414 1.008 0.10 -0.29 -0.14
H 0.089 5.658 0.885 -0.13 -0.13 -0.52
H -2.190 -7.555 1.667 -0.31 0.32 0.12
H 5.552 0.878 -2.660 0.29 -0.39 -0.15
H -0.484 -2.716 -3.530 -0.05 -0.02 -0.19
H 5.166 0.121 0.290 0.14 -0.21 -0.01
H 0.981 3.414 3.433 0.15 -0.27 -0.15
H -0.055 3.042 -3.496 -0.28 -0.67 -0.21
H 3.317 0.822 -3.497 -0.02 -0.01 -0.21
H 1.621 -4.810 -3.544 0.14 0.59 0.35
H -2.665 -4.913 -0.521 0.10 0.30 -0.19
H -2.913 0.683 -3.966 0.01 -0.05 0.21
H -1.503 -5.000 1.500 -0.12 -0.29 0.50
H 1.604 1.326 -3.731 0.11 0.28 0.51
H -4.826 5.300 -5.265 -0.70 -0.26 0.52
H 2.229 2.543 -1.395 0.09 -0.24 -0.30
H -0.466 4.156 1.649 -0.30 -0.17 -0.56
H -6.444 4.921 -3.272 0.31 0.13 0.01
H 0.252 1.000 3.295 -0.35 0.19 -0.22
H -0.983 -4.154 -2.644 0.09 -0.04 -0.07
H 3.631 3.167 -2.329 0.08 -0.25 0.09
H 5.065 2.991 3.089 -0.05 -0.04 -0.04
H 3.502 3.373 -0.545 0.14 0.20 -0.08
H -6.408 -2.320 1.523 0.15 0.06 0.27
H -4.141 5.815 -1.794 0.60 0.10 0.12
H -0.324 1.037 4.965 -0.12 0.30 0.06
H 1.961 -8.056 0.437 0.04 0.09 0.05
H -3.101 4.303 -6.620 -0.01 0.03 0.00
H 3.891 5.513 -2.160 0.08 0.03 -0.08
H -2.305 5.080 -5.264 -0.20 0.28 0.10
H 2.996 1.368 2.458 -0.11 0.18 0.05
H -7.179 -0.853 0.946 0.13 0.12 -0.08
H 2.231 0.246 -4.847 0.76 0.02 -0.30
H 0.937 3.298 5.195 0.32 0.01 -0.03
H -2.984 -2.412 -0.652 0.00 0.26 -0.09
H -5.744 4.289 -1.742 -0.19 0.26 0.01
H -1.819 4.785 -0.519 0.06 0.25 -0.21
H -0.359 -2.779 -1.790 -0.22 0.25 0.20
H 5.291 0.104 3.974 -0.01 -0.25 0.30
H -1.152 0.917 -3.955 -0.05 0.07 -0.19
H -4.882 3.455 -5.136 -0.58 0.31 -0.62
H 2.622 -4.213 4.737 0.20 -0.07 -0.01
H -1.950 2.446 3.235 0.72 1.20 -0.12
H 3.884 -0.795 3.355 -0.11 0.16 -0.03
H -2.831 2.087 -5.601 -0.56 0.16 0.14
H -1.947 -2.416 1.019 -0.04 0.06 0.06
H -4.082 6.550 -3.395 -0.50 -0.33 -0.21
H 0.767 -1.863 3.971 0.35 0.09 -0.38
H -0.496 -7.527 1.917 0.37 0.61 -0.10
H -2.690 5.668 -2.937 0.09 0.16 0.67
H -1.987 0.914 -2.435 -0.21 -0.24 0.06
H -0.811 3.356 -1.976 -0.31 0.06 0.07
H -1.172 -7.976 0.381 0.27 0.55 -0.44
H 5.078 -2.677 0.208 -0.19 0.51 -0.83
H 0.765 -0.787 -3.304 -0.25 -0.38 -0.12
H 4.688 1.172 1.994 -0.10 0.19 -0.13
H -6.168 3.200 -2.998 0.03 -0.05 -0.32
H -5.390 -0.892 1.197 -0.09 -0.13 -0.52
H 3.709 0.348 4.743 -0.03 -0.15 0.00
H -0.906 4.210 4.823 -0.23 0.06 -0.12
H -0.913 4.472 -3.397 -0.43 0.23 0.32
H 6.177 -2.115 2.382 -0.02 -0.11 0.36
H 1.657 4.709 -2.657 0.02 -0.14 -0.20
H -3.112 2.331 5.305 0.57 -0.13 -0.28
H -1.382 2.964 -5.532 0.32 -0.27 0.35
H -2.440 -1.503 -2.675 -0.47 0.20 0.51
H -3.042 -3.031 -3.323 0.13 0.09 -0.21
H 0.633 -2.845 5.342 0.06 0.16 0.54
H -5.532 -0.985 3.488 0.31 0.09 0.20